# 1
Density functional theory data (ωB97M-V/def2-TZVPD) for a cluster of 2 separate species, C3H7N2S2 in total in a non-equilibrium geometry.

Each line ends with the Löwdin charge.
Atoms and positions in Å:
C -2.75 -0.02 -1.26  -0.132
C -1.09 0.21 0.28  -0.556
C 0.31 0.59 0.69  -0.017
N -3.21 -0.65 -0.24  -0.267
N -1.57 0.53 -0.91  0.040
S -2.23 -0.69 1.14  1.200
S 4.04 -0.63 -0.18  0.448
H 4.78 -1.30 0.83  -0.146
H 0.90 -0.12 0.03  0.103
H 0.39 0.43 1.70  0.050
H 0.49 1.72 0.41  0.160
H -4.18 -1.10 -0.31  0.172
H -0.92 0.92 -1.64  0.202
H 5.04 0.11 -0.54  -0.259

Properties
- relative energy (zero: lowest compared OMol25 entry of this formula, charge and spin) (kcal per mole) = 62.3
- total charge = +1
- HOMO-LUMO gap (eV) = 7.51
- LUMO energy (hartree) = -0.1832
- E_HOMO (Ha) = -0.459
- E_tot (Ha) = -1024.0637

# 2
Density functional theory data (ωB97M-V/def2-TZVPD) for a cluster of 2 separate species, C3H7N2S2 in total in a non-equilibrium geometry.

Each line ends with the Löwdin charge.
Atoms and positions in Å:
C -2.81 -0.88 0.18  -0.208
C -3.46 0.34 -0.18  -0.560
C -1.38 -0.94 0.15  -0.771
N -0.59 0.15 0.20  0.111
N 2.13 -0.07 -0.12  0.014
S -5.10 0.49 -0.03  0.942
S -0.78 -2.50 -0.07  0.958
H -3.52 -1.64 0.39  0.082
H -3.01 1.28 -0.49  0.079
H 0.45 0.11 0.03  0.037
H -0.83 1.06 0.62  0.140
H 2.13 0.44 0.76  0.052
H 2.35 0.61 -0.86  0.067
H 3.02 -0.54 -0.05  0.056

Properties
- relative energy (zero: lowest compared OMol25 entry of this formula, charge and spin) (kcal per mole) = 12.4
- total charge = +1
- HOMO-LUMO gap (alpha / beta) (eV) = 8.36 / 5.85
- LUMO energy (alpha / beta) (hartree) = -0.1781 / -0.2580
- E_HOMO (alpha / beta) (Ha) = -0.485 / -0.473
- E_tot (Ha) = -1024.0390
- multiplicity = 3

# 3
Density functional theory data (ωB97M-V/def2-TZVPD) for a cluster of 2 separate species, C3H7N3 in total in a non-equilibrium geometry.

Each line ends with the Löwdin charge.
Atoms and positions in Å:
C 1.33 -0.57 -0.08  -0.154
C 1.21 0.74 -0.15  -0.221
C 0.08 -1.18 0.49  -0.206
N 0.10 1.18 0.54  -0.057
N -0.81 0.00 0.68  -0.223
N -1.88 0.07 -0.32  0.048
H 2.01 -1.27 -0.57  0.089
H 2.01 1.90 -0.72  0.225
H -0.40 -2.11 -0.05  0.143
H 0.19 -1.63 1.51  0.104
H -0.46 2.04 0.14  0.149
H -2.10 1.02 -0.35  0.029
H -1.27 -0.19 -1.12  0.075

Properties
- relative energy (zero: lowest compared OMol25 entry of this formula, charge and spin) (kcal per mole) = 117.9
- HOMO-LUMO gap (eV) = 8.72
- LUMO energy (hartree) = 0.0266
- E_HOMO (Ha) = -0.294
- E_tot (Ha) = -282.5863

# 4
Density functional theory data (ωB97M-V/def2-TZVPD) for an isolated molecule of C3H7N3 in a non-equilibrium geometry.

Each line ends with the Löwdin charge.
Atoms and positions in Å:
N -1.78 0.33 -0.10  -0.055
N -0.61 0.27 0.65  -0.201
C 0.25 -0.94 0.38  -0.258
C 1.58 -0.50 -0.07  -0.057
C 1.48 1.06 -0.07  -0.074
N 0.21 1.45 0.22  -0.024
H -2.72 0.06 0.32  0.107
H -1.81 0.52 -1.14  0.106
H -0.31 -1.76 -0.21  0.120
H 0.38 -1.49 1.36  0.101
H 2.35 -1.10 -0.50  0.058
H 2.22 1.77 -0.32  0.073
H -0.10 2.07 0.92  0.103

Properties
- relative energy (zero: lowest compared OMol25 entry of this formula, charge and spin) (kcal per mole) = 99.7
- HOMO-LUMO gap (eV) = 8.40
- LUMO energy (hartree) = 0.0442
- E_HOMO (Ha) = -0.264
- SMILES = NN1CC=CN1
- E_tot (Ha) = -282.6153

# 5
Density functional theory data (ωB97M-V/def2-TZVPD) for a cluster of 2 separate species, C3H7N3 in total in a non-equilibrium geometry.

Each line ends with the Löwdin charge.
Atoms and positions in Å:
C 1.69 2.54 -2.44  -0.003
C 0.52 2.65 -2.14  0.000
C 0.86 -0.70 0.54  -0.006
N -1.17 0.38 0.46  0.058
N -0.45 -0.59 0.70  -0.415
N -1.16 -1.81 1.08  0.091
H 2.62 2.08 -2.54  0.001
H -0.49 2.79 -2.26  -0.009
H 1.27 -1.70 0.79  0.065
H 1.32 0.24 0.66  0.048
H -2.12 0.41 0.69  0.030
H -2.11 -1.93 0.86  0.058
H -0.60 -2.66 0.96  0.082

Properties
- relative energy (zero: lowest compared OMol25 entry of this formula, charge and spin) (kcal per mole) = 146.5
- HOMO-LUMO gap (eV) = 8.84
- LUMO energy (hartree) = 0.0350
- E_HOMO (Ha) = -0.290
- E_tot (Ha) = -282.5408

# 6
Density functional theory data (ωB97M-V/def2-TZVPD) for a cluster of 2 separate species, C3H7N3 in total in a non-equilibrium geometry.

Each line ends with the Löwdin charge.
Atoms and positions in Å:
C -0.39 1.10 1.69  -0.238
C 0.04 0.99 0.34  -0.217
C 0.14 -0.33 -0.26  -0.610
N -0.73 1.20 2.77  0.167
N -0.91 -1.15 0.01  0.134
N 0.51 -0.23 -1.55  0.091
H -0.59 1.54 -0.26  0.112
H 1.04 1.32 0.27  0.100
H 1.60 -0.96 0.84  0.065
H -1.19 -1.30 0.91  0.073
H -0.99 -1.88 -0.61  0.077
H 1.25 0.47 -1.78  0.129
H 0.22 -0.77 -2.37  0.118

Properties
- relative energy (zero: lowest compared OMol25 entry of this formula, charge and spin) (kcal per mole) = 79.3
- HOMO-LUMO gap (eV) = 8.32
- LUMO energy (hartree) = 0.0253
- E_HOMO (Ha) = -0.281
- E_tot (Ha) = -282.6478

# 7
Density functional theory data (ωB97M-V/def2-TZVPD) for a cluster of 2 separate species, C3H7N3 in total in a non-equilibrium geometry.

Each line ends with the Löwdin charge.
Atoms and positions in Å:
C -1.76 0.42 0.00  -0.273
C -0.52 1.12 -0.21  -0.192
C 0.60 0.44 0.49  -0.215
N -2.76 -0.10 0.18  0.154
N -0.08 -2.16 -0.05  0.011
N 1.87 0.51 0.03  0.071
H -0.33 1.18 -1.29  0.125
H -0.66 2.15 0.17  0.126
H 0.47 0.14 1.51  0.109
H -0.84 -2.25 0.63  -0.059
H -0.54 -1.99 -0.95  -0.057
H 2.00 0.63 -0.97  0.099
H 2.54 -0.11 0.46  0.101

Properties
- relative energy (zero: lowest compared OMol25 entry of this formula, charge and spin) (kcal per mole) = 80.6
- HOMO-LUMO gap (alpha / beta) (eV) = 10.27 / 6.84
- LUMO energy (alpha / beta) (hartree) = 0.0259 / -0.0003
- E_HOMO (alpha / beta) (Ha) = -0.351 / -0.252
- E_tot (Ha) = -282.6458

# 8
Density functional theory data (ωB97M-V/def2-TZVPD) for an isolated molecule of C3H7N3O.

Each line ends with the Löwdin charge.
Atoms and positions in Å:
C -1.33 -1.50 0.69  -0.083
N 0.01 -1.05 0.33  0.017
C 0.22 0.23 -0.11  -0.559
O -0.90 1.14 -0.19  -0.014
N 1.05 1.33 0.51  0.127
C 0.30 1.81 -0.67  -0.317
N 0.73 0.65 -1.48  0.118
H -1.99 -0.63 0.60  0.081
H -1.38 -1.87 1.72  0.081
H -1.68 -2.28 0.02  0.077
H 0.82 -1.56 0.64  0.131
H 2.02 1.21 0.23  0.096
H 0.24 2.84 -1.01  0.147
H 0.00 0.44 -2.17  0.099

Properties
- relative energy (zero: lowest compared OMol25 entry of this formula, charge and spin) (kcal per mole) = 96.3
- HOMO-LUMO gap (eV) = 10.31
- LUMO energy (hartree) = 0.0387
- E_HOMO (Ha) = -0.340
- E_tot (Ha) = -357.8965